47
Properties=species:S:1:pos:R:3:forces:R:3:lowdin_charge:R:1 method="wB97M-V/def2-TZVPD" total_charge=-1 homo_ev=-3.3 gap_ev=3.8 spin_multiplicity=1 e_tot_ev=-27193.6880
O 0.132 0.802 -1.507 -0.224 -0.345 -0.942 0.3805
H -0.434 0.677 -0.741 -0.305 -0.106 0.877 0.1902
H 1.084 0.826 -1.391 1.442 -0.448 0.567 0.1763
H -0.143 1.474 -2.135 -0.475 0.595 -0.463 0.1725
C 5.400 -2.968 -1.276 0.896 -1.105 0.101 -0.1251
C 4.903 -1.940 -2.251 -1.480 2.539 1.367 -0.6842
C 3.756 -2.459 -3.109 0.704 -0.102 -0.460 -0.1278
O 4.484 -0.773 -1.529 0.274 -1.101 -1.046 -0.4190
H 6.160 -2.583 -0.595 -0.240 0.479 0.102 0.0599
H 5.940 -3.765 -1.788 0.034 -0.421 -0.390 0.0504
H 4.639 -3.478 -0.686 -0.352 0.326 0.041 0.0629
H 5.696 -1.717 -2.964 0.707 0.236 -0.190 0.0927
H 3.531 -1.764 -3.918 -0.526 0.725 0.558 0.0488
H 2.941 -2.678 -2.419 -0.330 -0.172 -0.503 0.0629
H 4.099 -3.274 -3.746 -0.152 -1.020 0.452 0.0498
C -5.029 -1.728 3.229 -2.579 -1.660 -1.063 -0.1484
C -3.825 -1.132 3.750 3.289 2.328 0.698 -0.7514
C -3.253 -1.999 4.904 -1.073 -0.617 -0.317 -0.1015
O -2.921 -0.654 2.807 -0.340 -0.669 0.340 -0.3887
H -5.698 -2.008 4.042 -0.306 0.114 0.225 0.0596
H -4.937 -2.655 2.663 0.601 -0.230 -0.231 0.0680
H -5.591 -1.063 2.572 0.129 0.292 -0.024 0.0641
H -4.215 -0.308 4.348 -0.347 1.110 0.323 0.0897
H -2.918 -2.928 4.442 0.489 -0.244 0.410 0.0606
H -4.131 -2.205 5.516 -0.296 -0.588 0.118 0.0420
H -2.602 -1.589 5.676 0.723 0.389 -0.812 0.0533
O -0.016 -3.690 1.175 0.052 -0.158 -0.292 -0.0655
H -0.383 -2.907 1.585 -0.366 0.278 0.223 0.0207
H 0.626 -4.014 1.807 0.164 -0.059 0.109 0.0246
O 3.848 4.402 -0.193 -0.186 0.237 -0.183 -0.0612
H 4.151 4.491 0.711 0.037 0.022 0.219 0.0283
H 4.028 3.489 -0.417 0.143 -0.346 -0.106 0.0309
O -2.161 -0.354 -5.260 -0.049 0.165 0.241 -0.0564
H -2.294 -1.191 -5.705 -0.027 -0.269 -0.032 0.0313
H -1.771 0.213 -5.926 0.109 0.146 -0.166 0.0256
O -0.765 5.758 0.443 0.061 0.236 -0.114 -0.0521
H -1.265 5.348 -0.263 -0.204 -0.048 -0.139 0.0223
H -0.431 5.024 0.959 0.150 -0.204 0.294 0.0236
O -5.104 2.148 -0.394 0.029 0.349 -0.221 -0.0644
H -4.683 1.638 0.298 0.130 -0.259 0.435 0.0267
H -5.294 1.509 -1.081 -0.087 -0.178 -0.115 0.0235
O 0.817 4.091 -3.623 -0.183 -0.370 0.130 -0.0575
H 1.216 4.722 -3.024 0.213 0.169 0.263 0.0345
H 0.593 4.605 -4.399 -0.072 0.061 -0.221 0.0324
O 0.669 2.474 2.865 0.094 0.279 -0.343 -0.0637
H 1.185 2.305 3.653 0.123 -0.054 0.159 0.0297
H -0.035 1.826 2.896 -0.393 -0.301 0.122 0.0283